Here is the molecule C5H8O from OMol25. Energies are from ωB97M-V/def2-TZVPD.

Positions of all 14 atoms, in Å:
O  0.986  1.028  -1.369
C  0.297  -0.173  -1.003
C  0.971  -0.784  0.238
C  0.207  -0.100  1.350
C  -0.979  0.365  0.960
C  -1.224  0.127  -0.529
H  1.228  1.564  -0.595
H  0.400  -0.765  -1.920
H  2.064  -0.656  0.344
H  0.793  -1.867  0.215
H  0.618  0.039  2.345
H  -1.707  0.746  1.682
H  -2.152  -0.513  -0.575
H  -1.501  0.989  -1.140

Properties
Kohn-Sham gap: 10.3156 eV
total charge: 0
ΔE to the lowest compared entry with this formula, charge and spin: 1.270 eV



Here is the molecule C5H8O from OMol25. Energies are from ωB97M-V/def2-TZVPD.

Positions of all 14 atoms, in Å:
C  0.510  -2.671  -0.896
C  -0.105  -1.480  -0.657
C  -0.277  -0.354  0.088
C  0.469  0.922  -0.027
C  -0.298  2.102  0.600
O  -0.874  1.739  1.825
H  -1.073  -1.979  -0.910
H  0.104  -3.279  -1.706
H  1.234  -3.129  -0.240
H  1.353  0.723  0.608
H  0.845  1.168  -1.030
H  0.385  2.936  0.783
H  -1.058  2.461  -0.112
H  -1.216  0.840  1.674

Properties
Kohn-Sham gap (alpha / beta): 7.7188 / 7.7188 eV
total charge: 0
ΔE to the lowest compared entry with this formula, charge and spin: 5.338 eV



Here is the molecule C5H8O from OMol25. Energies are from ωB97M-V/def2-TZVPD.

Positions of all 14 atoms, in Å:
O  1.721  -0.068  -1.530
C  1.689  0.389  -0.410
C  0.723  -0.065  0.671
C  0.242  -1.491  0.618
C  -1.405  -0.134  -0.522
C  -0.629  0.691  0.501
H  2.380  1.209  -0.110
H  1.143  0.168  1.658
H  0.570  -1.914  -0.351
H  -1.359  -1.181  -0.116
H  -0.958  -0.106  -1.520
H  -2.467  0.096  -0.567
H  -0.496  1.742  0.218
H  -1.154  0.663  1.459

Properties
Kohn-Sham gap: 8.5993 eV
total charge: 0
ΔE to the lowest compared entry with this formula, charge and spin: 4.711 eV



Here is a cluster of 2 separate species, C5H8O in total from OMol25. Energies are from ωB97M-V/def2-TZVPD.

Positions of all 14 atoms, in Å:
C  -1.225  0.865  -0.611
C  -1.524  -0.227  0.433
C  -0.304  -0.237  -0.364
C  0.602  -1.017  -0.917
O  2.651  -0.183  0.415
C  1.720  0.370  0.948
H  -1.708  0.823  -1.580
H  -1.062  1.871  -0.224
H  -1.547  0.092  1.475
H  -2.215  -1.026  0.187
H  0.844  -1.993  -0.504
H  1.215  -0.670  -1.744
H  1.118  -0.086  1.762
H  1.435  1.418  0.724

Properties
Kohn-Sham gap: 10.0569 eV
total charge: 0
ΔE to the lowest compared entry with this formula, charge and spin: 3.654 eV



ΔE to the lowest compared entry with this formula, charge and spin of number 1 (C5H8O)? 1.270 eV



Among the records above, which one has the highest ΔE to the lowest compared entry with this formula, charge and spin? number 2